(1)
C20H26AuN4O3S2 as an isolated structure. Source: the OMol25 dataset; level of theory: ωB97M-V/def2-TZVPD.

```
56
Properties=species:S:1:pos:R:3:nbo_charge:R:1
Au 1.1405 -2.5490 -1.0786 1.00
O 4.4917 -1.5583 0.7379 -0.56
C 3.8777 -1.4457 -0.2909 0.75
O 3.3707 -2.4843 -0.9316 -0.75
C 3.7316 -0.0864 -0.9187 -0.12
C 4.6929 0.8422 -0.5964 -0.16
C 4.7210 2.1349 -1.1047 -0.12
C 3.6608 2.5429 -1.9229 -0.21
C 2.6713 1.6319 -2.2513 -0.17
C 2.6850 0.3216 -1.7594 -0.21
S 1.3288 -0.5927 -2.2566 0.19
H 5.3909 0.5138 0.1820 0.26
H 5.5147 2.7905 -0.7580 0.24
H 3.6726 3.5417 -2.3895 0.24
H 1.8079 1.9115 -2.8297 0.23
N -0.9757 -3.4372 -0.6375 -0.85
C -0.7227 -4.4572 0.4122 -0.25
C 0.4736 -5.2986 -0.0322 -0.24
N 1.6765 -4.4706 -0.2525 -0.86
H -1.5045 -2.6962 -0.2701 0.40
H -1.4764 -3.8636 -1.4468 0.40
H -1.6229 -5.0040 0.7414 0.23
H -0.4358 -3.9015 1.2854 0.22
H 0.2239 -5.7843 -0.9804 0.21
H 0.6038 -6.0285 0.7562 0.22
H 2.3723 -4.8232 -0.9571 0.43
H 2.2788 -4.3109 0.5412 0.43
C -1.7255 4.6261 1.0636 -0.61
C -0.8656 3.4125 0.7114 -0.41
C -0.8416 2.3219 1.7485 -0.22
N 0.0048 1.2130 1.3330 -0.57
C -0.0120 -0.0497 1.7790 0.31
S 1.3263 -1.0446 1.7923 -0.24
N -1.2156 -0.5595 2.2612 -0.68
C -2.5628 -0.5526 1.8236 0.67
O -3.4272 -1.1405 2.4340 -0.53
C -2.8349 0.1891 0.5698 -0.19
C -3.8768 1.1603 0.5822 -0.16
C -4.0937 1.9065 -0.5426 -0.22
C -3.4023 1.6443 -1.7029 -0.19
C -2.3979 0.7141 -1.7819 -0.23
C -2.1050 0.0234 -0.5901 -0.15
H -1.4554 5.4184 0.3243 0.22
H -1.5756 5.0762 2.0494 0.22
H -2.7997 4.3807 0.9605 0.21
H 0.1431 3.7552 0.6105 0.20
H -1.3373 2.9414 -0.2114 0.21
H -1.8542 1.9477 2.0337 0.21
H -0.4481 2.8152 2.6304 0.20
H 0.9507 1.5359 1.0880 0.42
H -1.0767 -1.2524 2.9995 0.44
H -4.4991 1.2644 1.4403 0.24
H -4.8983 2.6386 -0.5425 0.23
H -3.6462 2.2673 -2.5713 0.23
H -1.8720 0.5204 -2.7241 0.23
H -1.2503 -0.6121 -0.5599 0.18
```

Summary:
- charge = +1
- E_LUMO (spin up / spin down) (eV) = -2.563 / -6.018
- energy relative to the best compared isomer or geometry (same formula, charge and spin) (eV) = 0.4041
- frontier orbital gap (spin up / spin down) (eV) = 8.84 / 5.42
- highest occupied orbital energy (spin up / spin down) (eV) = -11.405 / -11.439
- multiplicity = 3

---

(2)
One molecule with the formula C20H26ClN5O2S. Source: the OMol25 dataset; level of theory: ωB97M-V/def2-TZVPD.

```
55
Properties=species:S:1:pos:R:3:nbo_charge:R:1
C -3.0431 -0.1009 2.6269 -0.63
H -2.8398 -1.1206 2.3042 0.24
H -2.0958 0.4059 2.7968 0.22
H -3.5943 -0.1324 3.5620 0.22
C -3.8554 0.6506 1.5752 -0.21
N -3.1691 0.6537 0.3092 -0.37
C -2.2263 1.5459 -0.1089 0.18
N -1.7183 1.1696 -1.2553 -0.37
N -2.3205 0.0175 -1.6048 -0.32
C -3.1815 -0.2953 -0.6783 0.35
C -4.0215 -1.5191 -0.6500 -0.47
H -4.1235 -1.8503 0.3840 0.25
H -5.0165 -1.3074 -1.0494 0.23
C -3.3665 -2.6448 -1.4701 -0.21
N -1.9313 -2.6974 -1.2867 -0.61
C -1.4001 -2.8243 -0.0439 0.66
O -2.0777 -3.0682 0.9402 -0.64
C 0.0824 -2.6737 0.0400 -0.17
C 0.9299 -2.7890 -1.0588 -0.12
C 2.2973 -2.6549 -0.9049 -0.26
C 2.8265 -2.4106 0.3539 -0.03
C 1.9981 -2.3019 1.4615 -0.24
C 0.6336 -2.4343 1.2967 -0.14
H -0.0304 -2.3636 2.1450 0.24
H 2.4198 -2.1236 2.4384 0.23
Cl 4.5343 -2.2499 0.5430 0.02
H 2.9550 -2.7470 -1.7551 0.23
H 0.5364 -3.0103 -2.0392 0.21
H -1.4012 -2.1747 -1.9668 0.42
H -3.5539 -2.4985 -2.5332 0.22
H -3.7914 -3.6004 -1.1522 0.22
S -1.8165 2.9777 0.7805 0.28
C -0.7031 3.7902 -0.4115 -0.60
H -1.0997 3.5974 -1.4068 0.26
H -0.7465 4.8519 -0.1714 0.26
C 0.7399 3.2987 -0.2623 0.66
O 1.5965 4.0102 0.2182 -0.64
N 0.9096 2.0412 -0.6977 -0.63
C 2.1549 1.3022 -0.6126 -0.04
H 1.9216 0.2839 -0.9385 0.20
C 3.2676 1.8888 -1.4973 -0.41
C 4.5479 1.4802 -0.7807 -0.40
C 4.2002 1.7351 0.6833 -0.40
H 4.2575 2.8041 0.8866 0.21
H 4.8645 1.2119 1.3694 0.21
C 2.7471 1.2670 0.8152 -0.42
H 2.6935 0.2542 1.2126 0.20
H 2.1849 1.9209 1.4781 0.23
H 4.7475 0.4193 -0.9429 0.19
H 5.4133 2.0519 -1.1117 0.21
H 3.1791 2.9750 -1.4962 0.22
H 3.2097 1.5284 -2.5235 0.20
H 0.1067 1.5819 -1.1233 0.44
H -3.9967 1.6920 1.8784 0.22
H -4.8343 0.1857 1.4348 0.21
```

Summary:
- SMILES = CCn1c(CCNC(=O)c2ccc(Cl)cc2)nnc1SCC(=O)NC1CCCC1
- E_LUMO (eV) = 0.346
- energy relative to the best compared isomer or geometry (same formula, charge and spin) (eV) = 0.0000
- frontier orbital gap (eV) = 9.02
- highest occupied orbital energy (eV) = -8.676
- multiplicity = 1

---

(3)
C20H26ClNPd as an isolated structure. Source: the OMol25 dataset; level of theory: ωB97M-V/def2-TZVPD.

```
49
Properties=species:S:1:pos:R:3:nbo_charge:R:1
C 4.9135 1.7491 -1.8796 0.68
C 4.2945 2.0223 -3.1990 -0.77
C 5.2645 2.8914 -1.0019 -0.77
C 5.5841 0.4450 -1.6597 -0.77
Cl 1.9618 0.9250 -0.2504 -0.71
H 6.2102 3.3697 -1.3026 0.33
H 5.3964 2.5817 0.0359 0.27
H 4.5052 3.6743 -1.0288 0.27
H 5.0406 2.3211 -3.9527 0.33
H 3.5695 2.8357 -3.1485 0.27
H 3.7908 1.1426 -3.6025 0.27
H 6.5954 0.4212 -2.0957 0.33
H 5.0348 -0.3782 -2.1183 0.27
H 5.7051 0.2232 -0.5985 0.27
C -2.5640 1.2114 0.8940 -0.16
C -1.7953 2.0331 1.7477 -0.22
C -0.8308 2.7145 0.9618 -0.19
H -1.9307 2.1356 2.8107 0.26
C -1.0237 2.3166 -0.3817 -0.18
C -2.0866 1.3965 -0.4222 -0.15
H -2.4866 0.9204 -1.3012 0.26
H -3.3911 0.5875 1.1862 0.26
H -0.0934 3.4151 1.3138 0.27
H -0.4204 2.6250 -1.2169 0.27
C -0.2911 -1.8248 2.2416 -0.15
C -0.8384 -0.8443 3.0932 -0.23
C 0.1878 0.0700 3.4265 -0.19
H -1.8628 -0.7918 3.4234 0.25
C 1.3697 -0.3405 2.7831 -0.18
C 1.0764 -1.5076 2.0403 -0.20
H 1.7681 -2.0542 1.4253 0.27
H -0.8064 -2.6798 1.8393 0.26
H 0.0812 0.9385 4.0550 0.26
H 2.3178 0.1670 2.8098 0.27
Pd -0.2086 0.3191 0.9494 0.87
C -5.4619 -3.5165 -1.1685 -0.66
C -4.2396 -2.7658 -0.7285 0.07
C -3.5293 -1.9456 -1.5763 -0.25
C -2.4356 -1.2001 -1.0939 0.05
N -1.9447 -1.1625 0.2154 -0.54
C -2.6718 -2.1224 0.9709 0.00
C -3.7765 -2.8683 0.5529 -0.19
H -6.2398 -2.7912 -1.4977 0.25
H -5.2166 -4.1992 -2.0064 0.25
H -5.8949 -4.1147 -0.3383 0.24
H -3.8126 -1.8809 -2.6188 0.25
H -1.8739 -0.7400 -1.8980 0.21
H -2.6393 -2.2318 2.0394 0.21
H -4.3006 -3.4927 1.2709 0.24
```

Summary:
- charge = +2
- E_LUMO (spin up / spin down) (eV) = -7.566 / -8.119
- frontier orbital gap (spin up / spin down) (eV) = 6.58 / 6.45
- highest occupied orbital energy (spin up / spin down) (eV) = -14.142 / -14.565
- multiplicity = 5

---

(4)
A 3-piece molecular cluster, C20H26F13N5O7P overall. Source: the OMol25 dataset; level of theory: ωB97M-V/def2-TZVPD.

```
72
Properties=species:S:1:pos:R:3:lowdin_charge:R:1
C -0.8837 -0.2469 4.0589 -0.24
P -0.2853 -1.3093 2.6134 0.97
O 0.6368 -2.6014 3.2954 -0.31
C 0.9123 -0.3315 1.4733 -0.35
C 0.4847 1.2081 1.4561 -0.13
N 0.6259 1.9282 0.1615 0.02
C 0.6338 3.3885 0.2993 -0.28
F 1.6147 3.8766 1.2560 0.06
F 0.8886 4.1024 -0.9072 0.10
C -0.7909 3.9673 0.8571 -0.16
F -0.8362 3.8554 2.2983 0.07
F -1.8070 3.1593 0.2747 0.09
C -0.9838 5.5469 0.5503 -0.30
F -1.9593 6.0449 1.4863 0.09
F -1.5519 5.7385 -0.7319 0.10
F 0.1784 6.3187 0.7594 0.12
C 1.6973 1.4141 -0.7302 -0.20
O 3.0313 1.9937 -0.4530 0.01
C 3.6903 1.2837 0.5645 -0.21
N 4.2773 0.4853 1.2699 0.17
C 1.7200 -0.1780 -0.9380 0.01
N 1.0623 -0.9931 0.1436 -0.03
C -0.2386 -1.5794 -0.4064 -0.18
O -1.1675 -0.7364 -0.5558 0.17
C -0.3635 -3.1243 -0.8102 -0.18
F 0.5169 -3.9934 -0.0992 0.08
F 0.0581 -3.1998 -2.1960 0.07
C -1.8506 -3.7352 -0.7692 -0.18
F -1.7499 -5.0311 -1.3923 0.09
F -2.7328 -2.9872 -1.6327 0.09
C -2.5506 -3.7670 0.6785 -0.18
F -1.6900 -4.2515 1.7283 0.05
F -2.9223 -2.4315 1.0867 0.03
C -3.9114 -4.6379 0.7789 -0.26
O -4.7733 -4.2278 1.6102 0.13
O -4.1984 -5.8258 0.0637 0.08
H -0.0105 0.2358 4.6254 0.07
H -1.6133 0.5467 3.6656 0.06
H -1.4141 -0.9706 4.7929 0.08
H 1.5664 -2.2434 3.3246 0.06
H 1.9455 -0.3920 1.9984 0.13
H -0.6409 1.2481 1.7410 0.12
H 1.0253 1.7129 2.3516 0.16
H 1.4443 1.8462 -1.7787 0.20
H 2.7761 -0.6107 -1.1447 0.18
H 1.1299 -0.4049 -1.9122 0.17
H 1.6750 -1.8317 0.2959 0.19
H -3.7082 -6.6033 0.4313 0.12
C -0.8013 -8.0907 0.2560 -0.34
O -1.7608 -7.9020 -0.4733 0.00
N 0.4588 -8.3943 -0.1644 -0.20
C 1.5493 -8.6050 0.7662 -0.06
C 0.7171 -8.5103 -1.5872 -0.04
H -0.8871 -8.0271 1.3530 0.13
H 2.3376 -7.8759 0.5613 0.09
H 1.9415 -9.6159 0.6313 0.09
H 1.2120 -8.4868 1.7973 0.09
H 0.4725 -7.5627 -2.0742 0.09
H 0.0790 -9.2931 -2.0044 0.10
H 1.7644 -8.7559 -1.7676 0.09
C -0.4046 9.2481 -4.0521 -0.34
O -0.0379 9.9346 -4.9857 0.02
N 0.2484 9.1250 -2.8585 -0.21
C -0.2538 8.2844 -1.7921 -0.08
C 1.4823 9.8583 -2.6527 -0.05
H -1.3292 8.6497 -4.1024 0.13
H -0.4352 8.9021 -0.9082 0.10
H 0.4942 7.5218 -1.5595 0.08
H -1.1844 7.7958 -2.0842 0.07
H 1.2861 10.9277 -2.7635 0.10
H 2.2095 9.5555 -3.4103 0.09
H 1.8845 9.6603 -1.6581 0.09
```

Summary:
- charge = +1
- E_LUMO (eV) = -5.395
- frontier orbital gap (eV) = 5.24
- highest occupied orbital energy (eV) = -10.636
- multiplicity = 1

---

(5)
An isolated ion of composition C20H26F2N3 and charge +1. Source: the OMol25 dataset; level of theory: ωB97M-V/def2-TZVPD.

```
51
Properties=species:S:1:pos:R:3:nbo_charge:R:1
C 4.4793 1.6210 2.6922 -0.64
C 3.1520 1.1138 2.2567 -0.08
C 2.3337 1.8742 1.4287 0.47
F 2.6723 3.1860 1.2155 -0.33
C 1.1840 1.3686 0.8317 -0.33
C 0.7915 0.0768 1.1767 -0.03
C -0.3947 -0.5545 0.4806 -0.08
C -1.7329 -0.0389 0.9973 -0.05
C -1.8520 1.1368 1.7460 -0.29
C -3.1125 1.5243 2.1736 0.47
F -3.2365 2.7074 2.8597 -0.33
C -4.2669 0.8033 1.9044 -0.07
C -5.5673 1.2887 2.4253 -0.64
C -4.1413 -0.3168 1.0732 -0.19
C -2.8913 -0.7364 0.6307 -0.22
C 1.4573 -0.6025 2.2028 -0.22
C 2.6669 -0.1261 2.6754 -0.19
H 5.0665 0.7927 3.1020 0.22
H 5.0408 2.0514 1.8562 0.23
H 4.4046 2.3863 3.4751 0.24
H 0.5994 1.9770 0.1412 0.24
H -0.4001 -1.6405 0.6417 0.21
H -0.9820 1.7421 2.0081 0.24
H -6.3495 0.5567 2.2073 0.22
H -5.5354 1.4478 3.5076 0.24
H -5.8655 2.2380 1.9689 0.24
H -5.0312 -0.8710 0.7677 0.23
H -2.7913 -1.6323 0.0070 0.21
H 1.0558 -1.5581 2.5531 0.22
H 3.2514 -0.7147 3.3763 0.23
C 2.5526 -1.5629 -2.8075 -0.41
N 1.5185 -1.5331 -1.7677 -0.39
C 1.9655 -2.0775 -0.4959 -0.41
C 0.4104 -0.7916 -1.9354 0.71
N -0.3751 -0.3096 -0.9417 -0.58
N 0.0282 -0.4676 -3.2052 -0.42
C 0.1185 -1.4359 -4.2972 -0.42
C -0.8889 0.6411 -3.4588 -0.44
H 2.5575 -0.6365 -3.3908 0.23
H 3.5225 -1.6650 -2.3012 0.23
H 2.4344 -2.4290 -3.4757 0.22
H 2.5317 -1.3250 0.0730 0.23
H 1.1265 -2.4725 0.0813 0.21
H 2.6561 -2.9007 -0.7048 0.23
H -1.2074 0.1013 -1.3556 0.43
H 0.2260 -2.4581 -3.9095 0.22
H -0.8098 -1.3860 -4.8800 0.23
H 0.9542 -1.1940 -4.9688 0.22
H -0.7193 1.4488 -2.7368 0.23
H -0.6619 1.0301 -4.4570 0.24
H -1.9454 0.3226 -3.4475 0.21
```

Summary:
- SMILES = Cc1ccc(C(NC(N(C)C)=[N+](C)C)c2ccc(C)c(F)c2)cc1F
- charge = +1
- E_LUMO (eV) = -2.375
- energy relative to the best compared isomer or geometry (same formula, charge and spin) (eV) = 0.0000
- frontier orbital gap (eV) = 9.31
- highest occupied orbital energy (eV) = -11.681
- multiplicity = 1

---

(6)
C20H26FNO9PS2 as an isolated structure. Source: the OMol25 dataset; level of theory: ωB97M-V/def2-TZVPD.

```
60
Properties=species:S:1:pos:R:3:nbo_charge:R:1
C -3.1908 1.6203 1.6572 -0.63
C -2.3952 0.4233 1.1746 -0.07
O -1.6100 0.8242 0.0090 -0.81
P -1.4693 -0.1943 -1.1962 2.39
C 0.1162 -0.9626 -0.9627 -0.52
C 0.2416 -2.3998 -0.8968 0.74
O 1.2726 -3.0375 -1.3181 -0.61
O -0.8799 -2.9450 -0.4305 -0.49
C -1.2026 -4.3178 -0.9342 -0.07
C -1.9638 -4.2591 -2.2358 -0.64
O -2.6083 -1.1250 -1.4134 -1.10
O -1.2270 0.8270 -2.3896 -0.83
C -1.8120 0.5000 -3.7154 -0.06
C -1.9171 1.7795 -4.5218 -0.62
H -3.9337 1.2656 2.3937 0.21
H -2.5460 2.3554 2.1329 0.22
H -3.7322 2.0929 0.8205 0.21
H -1.6720 0.0881 1.9483 0.19
H -3.0569 -0.3975 0.9151 0.20
H 1.0648 -0.3737 -1.2957 0.48
H -0.2782 -4.8667 -1.0451 0.21
H -1.8114 -4.7501 -0.1330 0.19
H -2.3669 -5.2626 -2.4218 0.21
H -2.7737 -3.5423 -2.2049 0.25
H -1.2744 -4.0319 -3.0452 0.21
H -1.1460 -0.2289 -4.2000 0.18
H -2.7881 0.0495 -3.5569 0.20
H -2.3606 1.4798 -5.5154 0.21
H -2.5888 2.4810 -4.0597 0.21
H -0.9538 2.2129 -4.7075 0.22
C 1.5487 -3.5026 3.2891 -0.17
C 2.0276 -2.5470 4.1899 -0.25
C 2.7480 -1.4456 3.7224 -0.19
C 2.9470 -1.2898 2.3417 -0.28
S 3.8518 0.1848 1.7515 2.30
N 2.7834 1.3390 1.6625 -1.24
F 1.0676 -0.1533 -0.1880 -0.28
S 3.0479 2.5030 0.6393 2.29
C 1.4156 3.2593 0.3611 -0.28
C 0.6959 2.9579 -0.7982 -0.21
C -0.5839 3.4906 -0.9689 -0.22
C -1.0934 4.3889 -0.0368 -0.18
C -0.3430 4.7438 1.0865 -0.25
C 0.9250 4.1983 1.2833 -0.19
O 3.7681 3.4793 1.4797 -0.99
O 3.5441 2.2314 -0.6869 -0.95
O 4.6649 0.5823 2.8710 -0.98
O 4.5001 -0.2742 0.5193 -0.96
C 2.5448 -2.2887 1.4547 -0.21
C 1.8090 -3.3817 1.9271 -0.24
H 0.9666 -4.3453 3.6413 0.19
H 1.8480 -2.6505 5.2538 0.20
H 3.1721 -0.6952 4.3968 0.24
H 1.1577 2.3088 -1.5508 0.23
H -1.1538 3.1932 -1.8423 0.21
H -2.0843 4.8006 -0.1943 0.19
H -0.7405 5.4452 1.8122 0.20
H 1.5610 4.4764 2.1275 0.25
H 2.8073 -2.1943 0.3936 0.26
H 1.4603 -4.1194 1.2109 0.21
```

Summary:
- charge = -1
- E_LUMO (eV) = 2.323
- energy relative to the best compared isomer or geometry (same formula, charge and spin) (eV) = 3.7142
- frontier orbital gap (eV) = 7.53
- highest occupied orbital energy (eV) = -5.212
- multiplicity = 1